C18H21IrN5O2S | ωB97M-V with the def2-TZVPD basis set

```
48
Properties=species:S:1:pos:R:3:forces:R:3
Ir 0.232 -0.239 -0.907 -1.0 -0.2 -0.5
S -1.542 0.607 0.976 0.1 0.6 0.7
O 2.463 0.807 0.868 -3.2 -2.0 -2.5
O 0.333 -2.101 1.449 -0.3 2.2 -3.1
N -1.967 -2.361 -0.701 -2.0 0.6 0.3
N -0.764 0.241 3.591 1.2 1.0 1.6
N 0.136 1.970 2.641 1.3 1.2 0.5
N 0.558 2.868 -0.270 -0.1 1.3 0.2
N 1.987 -2.802 -1.257 -0.6 1.2 0.1
C 0.205 -1.501 0.461 -0.2 -6.0 5.5
C -0.785 -1.295 -2.982 -1.3 -1.0 -1.1
C 0.491 2.021 3.974 0.5 2.1 -2.6
C -3.134 -2.306 -0.638 1.9 -1.1 -0.1
C -1.390 -0.100 -2.544 -0.7 0.0 0.0
C -1.496 -0.967 3.871 -0.7 -0.7 0.5
C 3.141 -2.777 -1.363 0.7 -0.7 0.0
C 0.566 -1.362 -3.239 -0.3 -1.5 -0.6
C 4.563 -3.060 -1.492 0.1 -0.1 0.5
C 1.368 -0.250 -2.971 1.7 1.7 -1.0
C -0.651 0.897 2.400 -0.5 0.0 0.0
C 1.650 0.356 0.162 6.3 4.0 3.8
C 0.443 5.474 -0.326 -0.1 0.3 -0.1
C -0.090 0.950 4.568 -2.0 -2.8 -0.6
C -0.619 1.072 -2.468 -1.2 1.2 -0.3
C -4.550 -2.573 -0.560 -0.5 0.1 0.0
C 0.759 0.997 -2.699 1.4 0.2 -0.8
C 0.525 4.027 -0.356 0.0 -0.8 0.3
H -0.144 0.646 5.594 0.2 -0.1 0.4
H -5.120 -1.689 -0.278 0.0 0.0 0.0
H 5.065 -2.440 -2.231 -0.1 0.1 -0.2
H -2.231 -1.123 3.095 -0.3 -0.1 0.0
H 2.459 -0.322 -3.064 -0.6 0.2 0.0
H 5.080 -2.956 -0.527 -0.3 0.1 -0.2
H -4.904 -2.940 -1.528 0.0 0.0 0.1
H -1.084 2.026 -2.204 0.2 -0.3 -0.2
H -4.706 -3.350 0.194 0.0 0.0 -0.1
H 1.028 -2.281 -3.574 -0.1 0.0 -0.2
H -1.410 -2.167 -3.090 0.1 -0.1 -0.2
H -1.958 -0.844 4.847 -0.3 0.0 -0.1
H 1.051 2.848 4.396 0.1 -0.1 0.0
H 1.348 1.901 -2.643 0.1 0.0 0.1
H 0.961 5.931 -1.183 -0.2 -0.2 0.3
H -0.848 -1.832 3.939 0.4 -0.1 -0.2
H 4.649 -4.114 -1.784 0.0 0.1 -0.1
H -0.618 5.770 -0.318 0.4 0.0 -0.1
H -2.464 -0.058 -2.324 0.5 -0.1 -0.2
H 0.919 5.799 0.609 -0.1 0.1 -0.3
H 0.498 2.598 1.889 -0.5 -0.4 0.4
```
Forces are in eV/Å.

Calculated values
- LUMO energy (alpha / beta): -12.783 / -17.919 eV
- ΔE to the lowest compared entry with this formula, charge and spin: 0.00 kcal per mole
- Multiplicity: 6
- Total charge: +4